Record 1
Formula: C3H11N2O
Source: the OMol25 dataset
Level of theory: the ωB97M-V functional and the def2-TZVPD basis

## Properties
* energy: -8308.849 eV
* energy above the lowest of the compared OMol25 structures with the same formula, charge and spin: 284.0 kJ/mol
* charge: +1

Last column: Löwdin charge in e.
Cartesian coordinates (Å):
C  -0.34103  -2.48320  -0.42942  -0.016
C  -0.19155  -1.09006  0.23666  -0.329
C  0.22653  -0.12013  -0.64287  -0.072
N  0.91060  1.02801  -0.10212  0.108
N  -0.21118  -1.06068  1.64671  0.098
H  -0.05398  -3.04868  0.45967  0.082
H  0.26409  -2.60474  -1.27507  0.056
H  -1.46546  -2.51064  -0.60571  0.117
H  0.36712  -0.19435  -1.70394  0.125
H  1.08211  0.65231  0.91200  0.183
H  0.48344  2.09334  -0.08704  0.132
H  1.76770  1.11990  -0.65662  0.159
H  -1.09819  -0.93674  2.03898  0.088
H  0.49578  -1.50203  2.15074  0.085
H  -0.34434  4.04834  -1.07800  0.170
H  -1.41275  3.40630  -0.40240  0.074
O  -0.47889  3.20303  -0.46159  -0.060



Record 2
Formula: CH6NS
Source: the OMol25 dataset
Level of theory: the ωB97M-V functional and the def2-TZVPD basis

## Properties
* energy: -13460.304 eV
* energy above the lowest of the compared OMol25 structures with the same formula, charge and spin: 19.6 kJ/mol
* charge: -1

Last column: Löwdin charge in e.
Cartesian coordinates (Å):
S  0.01423  1.64941  -1.29821  -0.383
H  1.18722  1.78897  -0.63804  -0.483
C  -0.28110  -2.19908  0.98950  -0.234
N  0.23834  -0.94734  1.56831  -0.067
H  0.42667  -2.99828  0.74414  0.046
H  -1.01187  -2.67662  1.65099  0.052
H  -0.78091  -2.07000  0.02042  0.058
H  -0.52248  -0.64189  2.16789  0.041
H  0.26702  -0.31028  0.77407  -0.031



Record 3
Formula: C4H12N2S
Source: the OMol25 dataset
Level of theory: the ωB97M-V functional and the def2-TZVPD basis

## Properties
* energy: -18154.137 eV
* energy above the lowest of the compared OMol25 structures with the same formula, charge and spin: 374.5 kJ/mol

Last column: Löwdin charge in e.
Cartesian coordinates (Å):
C  -0.03667  1.15949  0.30722  -0.326
N  1.12183  0.59016  -0.32429  -0.070
C  1.36677  -0.86952  0.14644  -0.326
N  2.69881  -1.22014  -0.22154  -0.013
C  -1.34093  0.96644  -0.42877  -0.316
C  -1.81258  -0.43223  -0.66835  -0.714
S  -1.79995  -1.50685  0.72942  0.645
H  -0.19343  0.70086  1.29799  0.067
H  0.18188  2.23714  0.56224  0.131
H  1.95585  1.09510  0.08669  0.112
H  0.63916  -1.54149  -0.27586  0.047
H  1.23403  -0.86564  1.26081  0.114
H  2.91064  -1.11202  -1.19843  0.065
H  3.44770  -0.91449  0.43049  0.086
H  -2.08268  1.33561  0.29906  0.059
H  -1.52010  1.49396  -1.36037  0.111
H  -2.87223  -0.32058  -1.04938  0.085
H  -1.26380  -1.02093  -1.41907  0.073
H  -2.63431  0.22512  1.82569  0.171



Record 4
Formula: C3H2ClFOS
Source: the OMol25 dataset
Level of theory: the ωB97M-V functional and the def2-TZVPD basis

## Properties
* energy: -31265.087 eV
* energy above the lowest of the compared OMol25 structures with the same formula, charge and spin: 0.0 kJ/mol

Last column: Löwdin charge in e.
Cartesian coordinates (Å):
C  -0.15319  -0.65749  0.98610  -0.850
C  0.69167  -0.39406  -0.18868  -0.116
C  0.55821  0.55745  -1.10512  -0.744
H  -1.70349  -0.19454  1.88097  0.074
H  1.59804  -0.99222  -0.28934  0.120
O  -1.27654  0.05599  1.08558  -0.014
F  1.37838  0.59900  -2.11484  0.056
S  0.23783  -1.85280  2.08193  0.681
Cl  -0.73370  1.64454  -1.33573  0.794



Record 5
Formula: C8H14N2O3S
Source: the OMol25 dataset
Level of theory: the ωB97M-V functional and the def2-TZVPD basis

## Properties
* energy: -28475.271 eV
* energy above the lowest of the compared OMol25 structures with the same formula, charge and spin: 618.6 kJ/mol

Last column: Löwdin charge in e.
Cartesian coordinates (Å):
C  -0.12056  -0.74545  -0.28574  -0.468
C  -0.97831  2.02450  1.12259  -0.181
C  -1.35432  1.07549  2.27518  -0.335
C  0.31124  0.50640  -0.46774  -0.018
C  0.40722  1.52707  0.66451  -0.349
C  2.59026  -2.61119  -1.13803  0.132
C  1.33876  2.70498  0.29698  -0.063
C  -1.25754  -2.63523  -1.44569  -0.071
N  2.93916  -1.77259  -1.85578  -0.231
N  -0.10206  -1.74311  -1.25223  -0.045
O  -0.44533  -1.14735  0.96053  -0.262
O  3.33444  -1.13853  -2.76443  0.024
O  -2.90568  -0.55573  0.85648  -0.429
S  -1.89491  -0.61653  1.83580  0.985
H  -1.66656  1.84206  0.32155  0.110
H  -0.99017  3.00833  1.41144  0.083
H  -0.54897  0.86835  3.12026  0.129
H  -2.14992  1.56398  2.91507  0.103
H  0.51630  0.78521  -1.50221  0.118
H  0.80765  1.00112  1.61215  0.144
H  1.84681  -3.04115  -0.56872  0.049
H  1.08225  3.26275  -0.57090  0.070
H  2.32774  2.28251  0.13010  0.081
H  1.47270  3.40940  1.05586  0.051
H  -1.83663  -2.59756  -0.55953  0.053
H  -1.89932  -2.27731  -2.21314  0.069
H  -0.93710  -3.65663  -1.73641  0.090
H  0.11288  -1.32379  -2.21796  0.163



Record 6
Formula: C3H14O3S
Source: the OMol25 dataset
Level of theory: the ωB97M-V functional and the def2-TZVPD basis

## Properties
* energy: -20315.699 eV
* energy above the lowest of the compared OMol25 structures with the same formula, charge and spin: 51.7 kJ/mol

Last column: Löwdin charge in e.
Cartesian coordinates (Å):
C  -0.68025  -0.62806  -2.29584  -0.120
C  -1.83860  -0.53760  -1.27184  -0.317
C  -1.31909  -0.22514  0.13888  -0.564
S  -2.63441  0.61205  1.11818  0.685
H  -1.03210  -0.65589  -3.32909  0.065
H  -0.06618  -1.53211  -2.19470  0.074
H  0.00558  0.21121  -2.21654  0.060
H  -2.42241  0.31380  -1.59394  0.083
H  -2.24588  -1.54822  -1.26686  0.104
H  -0.46549  0.44519  0.13195  0.036
H  -1.01120  -1.14130  0.64338  0.071
H  -2.23200  1.89248  1.07913  -0.163
H  0.55798  0.58361  2.31947  0.024
H  -0.00501  2.04296  2.37675  0.022
O  0.65377  1.47884  2.00683  -0.049
H  3.56386  0.79063  -0.20649  0.044
H  2.20847  1.22567  0.13219  0.032
O  2.66844  0.48851  -0.28731  -0.040
H  1.88691  -0.72776  1.02566  -0.016
H  2.60671  -1.57316  2.10061  0.034
O  1.80091  -1.51569  1.58957  -0.066



Record 7
Formula: C26H16BF9O
Source: the OMol25 dataset
Level of theory: the ωB97M-V functional and the def2-TZVPD basis

## Properties
* energy: -54399.652 eV

Last column: Löwdin charge in e.
Cartesian coordinates (Å):
C  1.91955  0.54889  -3.90206  0.012
O  0.54958  0.80123  -3.57091  -0.015
C  -0.28743  -0.19121  -3.46241  0.057
C  -1.66170  -0.00944  -3.82532  -0.158
C  -2.49422  -1.15331  -3.96114  0.012
C  -3.85776  -0.98936  -4.17181  -0.043
C  -4.40413  0.29646  -4.29300  -0.018
C  -3.56671  1.42297  -4.29570  -0.041
C  -2.20478  1.28879  -4.08100  0.031
H  2.36791  1.52280  -4.09137  0.112
H  2.42892  0.06768  -3.06939  0.107
H  2.00581  -0.08309  -4.79018  0.108
H  0.13143  -1.18093  -3.21588  0.175
H  -2.03216  -2.13141  -3.83731  0.128
H  -4.52113  -1.85613  -4.22328  0.120
H  -5.47989  0.41982  -4.42368  0.122
H  -3.99936  2.41276  -4.44985  0.120
H  -1.54881  2.15345  -4.03301  0.131
F  -2.34968  -4.60600  3.73009  0.025
C  -1.76799  -3.55230  3.06439  -0.255
C  -2.12269  -2.24785  3.39491  0.053
C  -1.41935  -1.20662  2.78634  -0.191
F  -1.78467  0.06147  3.16648  0.056
C  -0.35494  -1.38339  1.89764  -0.027
B  0.49995  -0.21311  1.21391  -0.412
C  0.12793  1.31468  1.63744  -0.023
C  -0.49137  2.24400  0.79806  -0.201
F  -0.81367  1.86158  -0.48890  0.010
C  -0.81681  3.54846  1.19813  0.047
C  -0.47476  3.94101  2.48958  -0.253
F  -0.85293  5.18510  2.94043  0.026
C  0.19074  3.08394  3.35706  0.061
C  0.46269  1.80094  2.90214  -0.207
F  1.08725  0.97063  3.79898  0.072
C  2.09647  -0.34606  1.45172  -0.027
C  3.00781  0.31089  0.61938  -0.200
F  2.51949  1.15188  -0.36222  0.027
C  4.39768  0.19903  0.73276  0.044
C  4.90279  -0.57527  1.77426  -0.254
F  6.26723  -0.69548  1.92312  0.024
C  4.05771  -1.20465  2.68190  0.061
C  2.68333  -1.05199  2.50398  -0.208
F  1.89849  -1.60657  3.48361  0.064
H  0.23921  -0.38045  0.02827  0.106
C  -0.06361  -2.72385  1.61380  -0.221
F  1.00104  -3.01692  0.79187  0.045
C  -0.74364  -3.81706  2.15058  0.050
H  -2.90573  -2.03898  4.12350  0.127
H  -1.33336  4.22607  0.52116  0.119
H  0.47467  3.36565  4.36179  0.127
H  5.05384  0.70015  0.02001  0.121
H  4.43539  -1.80462  3.50305  0.128
H  -0.45363  -4.83432  1.88808  0.124



Record 8
Formula: C29H37N9O8
Source: the OMol25 dataset
Level of theory: the ωB97M-V functional and the def2-TZVPD basis

## Properties
* energy: -60450.305 eV
* energy above the lowest of the compared OMol25 structures with the same formula, charge and spin: 98.7 kJ/mol

Last column: Löwdin charge in e.
Cartesian coordinates (Å):
C  -1.63852  1.47053  -3.46496  0.030
N  -3.13779  1.42366  -3.32290  -0.415
O  -3.52840  2.14804  -2.38411  0.006
O  -3.88583  0.76100  -4.02639  0.055
H  -1.33843  2.50171  -3.44759  0.047
H  -1.37308  0.85375  -4.37055  0.108
H  -1.21793  0.98401  -2.56311  0.076
C  -1.89873  3.70643  1.65323  0.056
N  -2.47909  2.38947  2.06123  -0.400
O  -2.42337  1.43667  1.29911  0.051
O  -2.86443  2.26553  3.22370  0.051
H  -1.76139  3.61653  0.61554  0.038
H  -1.00745  3.80353  2.27151  0.104
H  -2.64080  4.51837  1.92893  0.126
C  -1.23635  -0.69875  4.68158  0.058
N  0.19174  -0.32714  4.57666  -0.462
O  0.50898  0.68115  5.14786  0.068
O  0.90656  -0.99701  3.88627  0.048
H  -1.31010  -1.73713  4.45835  0.082
H  -1.67939  -0.11312  3.85371  0.086
H  -1.56109  -0.38110  5.67261  0.109
C  -3.40770  -1.61286  0.05295  0.035
N  -2.55495  -1.46013  1.18618  -0.425
O  -3.05460  -1.50995  2.30389  0.063
O  -1.34430  -1.40216  0.99078  0.045
H  -3.36477  -2.63773  -0.30303  0.113
H  -3.07599  -1.01587  -0.75038  0.083
H  -4.45698  -1.41406  0.35516  0.124
N  3.24868  -3.75991  -0.90476  0.056
C  4.00169  -3.87306  0.15867  -0.184
C  3.86296  -3.04896  1.27558  -0.077
C  2.92135  -2.00691  1.27443  -0.067
C  2.17421  -1.81675  0.09661  -0.014
C  2.35551  -2.79604  -0.93607  -0.140
H  4.80071  -4.66480  0.19186  0.119
H  4.39129  -3.19466  2.22863  0.108
H  2.85494  -1.41192  2.12230  0.068
H  1.35048  -1.08963  0.09375  0.068
H  1.77823  -2.69965  -1.80136  0.043
N  -1.41433  4.64505  -2.59097  0.081
C  -0.59448  5.54190  -3.19232  -0.150
C  -0.26702  6.75764  -2.71173  -0.100
C  -0.84539  7.16113  -1.53411  -0.065
C  -1.67476  6.25521  -0.86693  -0.096
C  -1.97831  5.10398  -1.47033  -0.200
H  -0.24846  5.20424  -4.21035  0.126
H  0.22471  7.44411  -3.36306  0.101
H  -0.72783  8.22979  -1.22318  0.125
H  -2.18224  6.46159  0.13952  0.129
H  -2.70807  4.38286  -0.99794  0.115
N  0.83119  2.30223  -0.53745  0.074
C  0.40738  1.25235  0.13583  -0.198
C  0.70543  0.92798  1.44603  -0.114
C  1.47519  1.80625  2.11785  -0.100
C  1.90742  2.99567  1.55473  -0.050
C  1.56071  3.16952  0.17483  -0.143
H  -0.24277  0.49121  -0.36219  0.098
H  0.31610  0.03116  1.92782  0.078
H  1.71992  1.59438  3.16838  0.101
H  2.49843  3.77981  2.08441  0.114
H  1.73376  4.12596  -0.31620  0.096
N  -0.54935  -7.10054  1.56547  0.065
C  -0.66711  -6.95023  2.93302  -0.133
C  -0.16461  -5.87105  3.66547  -0.076
C  0.46389  -4.83700  2.98475  -0.071
C  0.81932  -5.04814  1.66682  -0.055
C  0.19352  -6.11775  1.05859  -0.182
H  -1.21672  -7.78218  3.35935  0.095
H  -0.29417  -5.78378  4.71252  0.086
H  0.75498  -3.93577  3.50207  0.096
H  1.47402  -4.34654  1.15196  0.074
H  0.24148  -6.07800  -0.01127  0.095
N  0.95862  -0.67953  -2.99321  0.051
C  1.91631  0.14202  -3.40156  -0.141
C  2.86190  -0.25983  -4.36288  -0.041
C  2.71808  -1.56279  -4.89778  -0.061
C  1.67189  -2.38918  -4.52061  -0.054
C  0.82479  -1.83315  -3.58414  -0.216
H  1.87716  1.21280  -3.06019  0.113
H  3.65943  0.37800  -4.70096  0.093
H  3.34476  -1.92023  -5.68374  0.095
H  1.48482  -3.35458  -4.92945  0.103
H  0.02457  -2.43766  -3.21278  0.106